1.
The following is a quantum chemistry calculation of an isolated molecule of C5H8N4O2S at a distorted geometry, from the OMol25 dataset.

The calculation puts the calculated total energy at -26198.712 eV. Its HOMO-LUMO gap (alpha / beta) is 7.4 / 7.4 eV. As for the relative energy (zero: lowest compared OMol25 entry of this formula, charge and spin): 7.426 eV. For the LUMO energy (alpha / beta), the calculation gives -0.5 / -0.5 eV. The value obtained for the HOMO energy (alpha / beta) is -7.919 / -7.919 eV.

Geometry as ORCA input:
```
! RIJCOSX wB97M-V def2-TZVPD def2/J DEFGRID3
* xyz 0 1
C 1.4981 1.6567 0.2172
C 2.7656 1.1374 0.1220
C -2.1404 -0.3383 -0.0178
C 0.3412 -0.4279 -0.2975
C -0.9342 -1.0444 -0.6037
N -2.0599 0.7806 0.5589
N 0.3769 0.8619 0.1041
N 3.0173 -0.1025 -0.0625
N 4.3128 -0.5271 0.0625
O 5.1231 0.2551 0.5525
O 4.5801 -1.6438 -0.3268
S -0.9722 -2.6570 0.3218
H 1.3161 2.6072 0.4181
H 3.7131 1.8568 0.2717
H -2.9683 -0.8596 -0.2074
H 1.2183 -0.9369 -0.3619
H -1.0404 -1.2693 -1.5960
H -2.8498 1.0296 1.1049
H -0.5125 1.3237 0.1118
H -0.0591 -2.1955 1.2783
*
```

***

2.
The following is a quantum chemistry calculation of an isolated molecule of C5H8N4O4 at a distorted geometry, from the OMol25 dataset.

The calculation puts the calculated total energy at -19456.629 eV. Its HOMO-LUMO gap is 8.7 eV. The structure (SMILES) is C[C@H]1N(C)N=CC1([N+](=O)[O-])[N+](=O)[O-]. As for the relative energy (zero: lowest compared OMol25 entry of this formula, charge and spin): 4.963 eV. For the LUMO energy, the calculation gives -0.2 eV. The value obtained for the HOMO energy is -8.994 eV.

Geometry as ORCA input:
```
! RIJCOSX wB97M-V def2-TZVPD def2/J DEFGRID3
* xyz 0 1
C 0.7652 -0.5938 -1.4667
C -0.3054 0.0969 0.5302
C 1.2349 -0.1037 -0.1740
C -0.7756 1.4406 0.9049
C -2.4324 -0.9532 -0.2584
N -0.5245 -0.7320 -1.5991
N -1.1495 -0.3944 -0.5197
N 1.9854 1.1509 -0.2146
N 2.2279 -1.1648 0.4791
O 2.1261 1.7265 -1.2617
O 3.3113 -0.8140 0.8301
O 2.3825 1.5592 0.8461
O 1.7602 -2.2402 0.6832
H 1.2943 -0.6458 -2.3701
H -0.3661 -0.6416 1.3858
H -0.2415 2.0981 1.5768
H -1.7371 1.3423 1.3176
H -1.0381 2.2460 0.1077
H -2.8723 -1.5767 -1.1561
H -2.4502 -1.6576 0.5512
H -3.1949 -0.1427 -0.1922
*
```

***

3.
The following is a quantum chemistry calculation of C5H8N4O4 as an isolated structure at a distorted geometry, from the OMol25 dataset.

The calculation puts the calculated total energy at -19452.909 eV. Its HOMO-LUMO gap is 6.9 eV. As for the relative energy (zero: lowest compared OMol25 entry of this formula, charge and spin): 8.683 eV. For the LUMO energy, the calculation gives -1.6 eV. The value obtained for the HOMO energy is -8.496 eV.

Geometry as ORCA input:
```
! RIJCOSX wB97M-V def2-TZVPD def2/J DEFGRID3
* xyz 0 1
C -0.2354 1.1770 -1.3806
C 0.6079 -1.1307 0.9883
C 0.0514 2.2985 -0.4908
C -0.4977 -1.7022 1.8936
C -0.1237 -2.3254 -1.1521
N -0.2062 -0.0758 -1.2024
N -0.0774 -1.0650 -0.3995
N 0.4513 1.8982 0.7287
N 0.0273 3.7367 -0.8244
O 0.7879 0.2628 1.2248
O 0.0821 4.4604 0.1357
O 0.8313 2.6257 1.6207
O 0.0517 4.0483 -1.9759
H -0.3107 1.3685 -2.5500
H 1.4999 -1.7032 0.8686
H -0.0063 -1.9716 2.9091
H -0.8059 -2.7663 1.4148
H -1.3980 -1.1096 2.0973
H -0.1238 -3.3085 -0.4559
H -1.1880 -2.2360 -1.5462
H 0.5824 -2.4817 -1.9038
*
```

***

4.
The following is a quantum chemistry calculation of an isolated molecule of C5H8N4S2 at a distorted geometry, from the OMol25 dataset.

The calculation puts the calculated total energy at -32942.778 eV. Its HOMO-LUMO gap is 8.8 eV. The structure (SMILES) is CNC(=S)N(C)c1cnns1. As for the relative energy (zero: lowest compared OMol25 entry of this formula, charge and spin): 0.904 eV. For the LUMO energy, the calculation gives 0.4 eV. The value obtained for the HOMO energy is -8.442 eV.

Geometry as ORCA input:
```
! RIJCOSX wB97M-V def2-TZVPD def2/J DEFGRID3
* xyz 0 1
C 1.0882 -1.5581 1.3606
C 0.0729 -0.9033 0.6773
C -1.2184 0.1898 -1.1530
C -0.3618 2.1435 0.1534
C 1.0483 -0.9746 -1.5461
N 0.8850 -1.7285 2.7115
N -0.2176 -1.3372 3.0605
N -1.3469 1.3731 -0.6499
N 0.0894 -0.4421 -0.5964
S -2.2923 -0.5415 -1.9794
S -1.2115 -0.6521 1.8602
H 2.1320 -1.6449 1.0383
H -0.5309 1.9290 1.1805
H 0.6312 1.8326 0.1263
H -0.4287 3.2817 0.0809
H 1.1424 -2.0960 -1.6514
H 0.7688 -0.4499 -2.4659
H 1.9051 -0.3301 -1.2382
H -2.1553 1.9085 -0.9692
*
```

***

5.
The following is a quantum chemistry calculation of a 2-piece molecular cluster, C5H8NO overall at a distorted geometry, from the OMol25 dataset.

The calculation puts the calculated total energy at -8839.543 eV. Its HOMO-LUMO gap (alpha / beta) is 7.9 / 7.6 eV. As for the relative energy (zero: lowest compared OMol25 entry of this formula, charge and spin): 5.217 eV. For the LUMO energy (alpha / beta), the calculation gives -6.5 / -6.8 eV. The value obtained for the HOMO energy (alpha / beta) is -14.366 / -14.404 eV.

Geometry as ORCA input:
```
! RIJCOSX wB97M-V def2-TZVPD def2/J DEFGRID3
* xyz 1 1
C -0.0485 -0.3046 -1.9371
C -0.8748 0.4573 -0.9463
C 0.7595 -0.8318 -0.7306
C -0.1189 -0.1243 1.6327
C -0.0900 -0.0455 0.2230
N 0.5799 1.1446 3.1086
O 0.6681 2.2474 2.8451
H -0.6105 -1.0023 -2.6412
H 0.5655 0.2830 -2.6265
H -0.9646 1.5293 -0.8479
H -1.8759 -0.0723 -0.9683
H 0.9619 -1.9461 -0.4813
H 1.7877 -0.4754 -0.6583
H -1.1548 0.1503 2.0671
H 0.4157 -1.0096 1.9611
*
```

***

6.
The following is a quantum chemistry calculation of an isolated ion of composition C5H8NO and charge +1 at a distorted geometry, from the OMol25 dataset.

The calculation puts the calculated total energy at -8840.094 eV. Its HOMO-LUMO gap is 7.4 eV. The structure (SMILES) is C=C[C@@H]1CC[N+]1=O. As for the relative energy (zero: lowest compared OMol25 entry of this formula, charge and spin): 4.667 eV. For the LUMO energy, the calculation gives -7.0 eV. The value obtained for the HOMO energy is -14.445 eV.

Geometry as ORCA input:
```
! RIJCOSX wB97M-V def2-TZVPD def2/J DEFGRID3
* xyz 1 1
C 0.0314 2.4298 0.7794
C 0.5665 1.4303 0.0521
C -0.8593 -0.8966 0.4435
C -0.1412 -1.9546 -0.3595
C -0.1306 0.1712 -0.3621
N 0.7265 -0.9333 -0.7958
O 1.8436 -0.9139 -1.2157
H 0.5228 3.2967 0.9065
H -0.9029 2.4966 1.2975
H 1.5438 1.5904 -0.4828
H -1.9072 -0.9628 0.4245
H -0.4251 -1.0367 1.3432
H 0.5567 -2.6145 0.1283
H -0.6387 -2.6743 -1.0578
H -0.7863 0.5715 -1.1012
*
```

***

7.
The following is a quantum chemistry calculation of an isolated ion of composition C5H8NO and charge +1 at a distorted geometry, from the OMol25 dataset.

The calculation puts the calculated total energy at -8840.518 eV. Its HOMO-LUMO gap is 8.9 eV. As for the relative energy (zero: lowest compared OMol25 entry of this formula, charge and spin): 4.243 eV. For the LUMO energy, the calculation gives -6.8 eV. The value obtained for the HOMO energy is -15.683 eV.

Geometry as ORCA input:
```
! RIJCOSX wB97M-V def2-TZVPD def2/J DEFGRID3
* xyz 1 1
C 0.8674 0.0240 -0.1511
C 1.8856 -1.0645 0.1066
C -0.4811 0.3559 -0.0511
C -1.1229 1.6276 -0.2400
C -1.3651 -0.8010 0.3178
N 1.9096 0.8188 -0.5877
O 2.7824 -0.0685 -0.3553
H 2.0846 -1.2840 1.1203
H 1.9593 -2.0300 -0.4937
H -2.1708 1.4939 -0.4888
H -0.4645 1.9932 -0.9341
H -0.8995 2.3241 0.5508
H -1.6044 -0.8939 1.3736
H -1.0027 -1.7665 0.0538
H -2.3779 -0.7291 -0.2211
*
```

***

8.
The following is a quantum chemistry calculation of an isolated ion of composition C5H8NO and charge +1 at a distorted geometry, from the OMol25 dataset.

The calculation puts the calculated total energy at -8840.058 eV. Its HOMO-LUMO gap is 8.1 eV. The structure (SMILES) is C[NH2+]C(C)=C=C=O. As for the relative energy (zero: lowest compared OMol25 entry of this formula, charge and spin): 4.703 eV. For the LUMO energy, the calculation gives -6.0 eV. The value obtained for the HOMO energy is -14.081 eV.

Geometry as ORCA input:
```
! RIJCOSX wB97M-V def2-TZVPD def2/J DEFGRID3
* xyz 1 1
C 0.2798 1.1326 -0.6128
C 0.7836 2.1957 -1.0459
C 0.2197 -0.1379 -0.4253
C 1.1719 -1.0464 -0.9677
C -1.1104 0.1915 1.5467
N -0.9785 -0.7018 0.3526
O 1.1682 3.4777 -1.4688
H 1.4408 -1.8260 -0.1685
H 0.9511 -1.6308 -1.8911
H 2.1380 -0.5647 -1.2826
H -1.3198 1.3575 1.4168
H -1.8602 -0.1441 2.1518
H -0.2273 0.1142 2.0186
H -1.9065 -0.7082 -0.1122
H -0.7505 -1.7094 0.4883
*
```

***

9.
The following is a quantum chemistry calculation of an isolated ion of composition C5H8NO2 and charge -1 at a distorted geometry, from the OMol25 dataset.

The calculation puts the calculated total energy at -10894.658 eV. Its HOMO-LUMO gap (alpha / beta) is 5.2 / 5.2 eV. As for the relative energy (zero: lowest compared OMol25 entry of this formula, charge and spin): 6.624 eV. For the LUMO energy (alpha / beta), the calculation gives 4.0 / 4.0 eV. The value obtained for the HOMO energy (alpha / beta) is -1.208 / -1.209 eV.

Geometry as ORCA input:
```
! RIJCOSX wB97M-V def2-TZVPD def2/J DEFGRID3
* xyz -1 1
C 0.1615 -0.7062 -0.7960
C 0.9521 0.2381 -0.0516
C -1.0936 -1.0580 -0.0694
C 0.2854 1.4963 0.4462
C -1.1199 1.6724 0.2350
N -2.0578 0.0415 -0.4026
O -3.1950 -0.0751 0.2134
O -0.2922 2.2358 -0.6900
H -0.2706 -0.3366 -1.6376
H 0.8490 -1.5696 -0.9383
H 1.4875 -0.1109 0.8657
H 1.9209 0.5632 -0.6196
H -1.5508 -1.8847 -0.5868
H -1.0392 -1.1637 0.9951
H 0.7649 1.9642 1.2688
H -1.8648 2.1494 0.8044
*
```

***

10.
The following is a quantum chemistry calculation of an isolated ion of composition C5H8NO2 and charge -1, from the OMol25 dataset.

The calculation puts the calculated total energy at -10901.071 eV. Its HOMO-LUMO gap is 8.0 eV. The structure (SMILES) is C=C(N)CCC(=O)[O-]. As for the relative energy (zero: lowest compared OMol25 entry of this formula, charge and spin): 0.210 eV. For the LUMO energy, the calculation gives 3.9 eV. The value obtained for the HOMO energy is -4.121 eV.

Geometry as ORCA input:
```
! RIJCOSX wB97M-V def2-TZVPD def2/J DEFGRID3
* xyz -1 1
O -1.0285 -2.2349 0.7043
C -1.0413 -2.1265 -0.5435
O -1.3311 -2.9525 -1.4289
C -0.5974 -0.7051 -1.0404
C 0.6755 -0.2473 -0.3373
C 0.5535 0.9641 0.5218
C 0.9483 2.1871 0.1720
N 0.0196 0.7329 1.8260
H -0.4756 -0.6688 -2.1279
H -1.4497 -0.0606 -0.7909
H 1.5065 -0.1559 -1.0428
H 1.0464 -1.0533 0.2804
H 1.2621 2.4044 -0.8431
H 0.9536 3.0289 0.8460
H -0.9000 1.1531 1.8758
H -0.1419 -0.2657 1.9286
*
```

***

11.
The following is a quantum chemistry calculation of an isolated ion of composition C5H8NO2 and charge +1 at a distorted geometry, from the OMol25 dataset.

The calculation puts the calculated total energy at -10888.368 eV. Its HOMO-LUMO gap (alpha / beta) is 5.8 / 7.0 eV. As for the relative energy (zero: lowest compared OMol25 entry of this formula, charge and spin): 4.139 eV. For the LUMO energy (alpha / beta), the calculation gives -6.4 / -5.7 eV. The value obtained for the HOMO energy (alpha / beta) is -12.235 / -12.671 eV.

Geometry as ORCA input:
```
! RIJCOSX wB97M-V def2-TZVPD def2/J DEFGRID3
* xyz 1 1
C -0.4366 -0.1190 -1.1755
C -0.3808 0.7422 -0.1237
C -1.3754 3.0320 0.3098
C 0.8427 -1.0491 0.6528
C 0.4662 -1.2902 -0.8608
N 0.3292 0.2537 0.8952
O -1.2151 1.9015 -0.2338
O -0.0310 -2.5408 -0.9934
H -2.1154 3.7891 0.0965
H -0.7572 3.2333 1.2966
H 1.9025 -1.1214 0.7153
H 0.2357 -1.7648 1.2501
H -0.9334 0.0608 -2.0701
H 1.4217 -1.0089 -1.4372
H 0.3304 0.7531 1.8259
H -0.0594 -3.0778 -1.7608
*
```

***

12.
The following is a quantum chemistry calculation of an isolated ion of composition C5H8NS2 and charge +1 at a distorted geometry, from the OMol25 dataset.

The calculation puts the calculated total energy at -28466.450 eV. Its HOMO-LUMO gap is 8.3 eV. As for the relative energy (zero: lowest compared OMol25 entry of this formula, charge and spin): 1.310 eV. For the LUMO energy, the calculation gives -5.4 eV. The value obtained for the HOMO energy is -13.633 eV.

Geometry as ORCA input:
```
! RIJCOSX wB97M-V def2-TZVPD def2/J DEFGRID3
* xyz 1 1
C 1.3196 1.2722 -0.2743
C 0.1181 1.7948 -0.2594
C 1.5585 -0.1527 -0.5289
C -1.3856 -0.4155 -0.1848
C -2.7177 -0.9796 0.2874
N 2.4900 -0.6136 0.4119
S -1.4373 1.2222 -0.6022
S 0.0056 -1.3639 -0.3059
H 2.0415 1.9920 0.0910
H -0.0748 2.9093 0.0232
H 1.7765 -0.3834 -1.5942
H -3.4628 -0.3035 0.6204
H -2.3963 -1.5711 1.0513
H -3.1325 -1.5487 -0.4029
H 2.9311 -1.4496 0.2314
H 2.3661 -0.4088 1.4360
*
```